DFT (ωB97M-V/def2-TZVPD) results for a structure of composition C15H32AlBN3O3S2 at a distorted geometry.

Summary:
charge	-1
Kohn-Sham gap	6.38	eV
calculated total energy	-2044.24986	Ha

Geometry (Å):
C -3.61601 3.47963 2.79477
O -4.16899 2.21129 2.25726
C -3.07529 1.43984 1.62238
C -3.68867 0.31160 0.59120
C -3.32291 -1.22177 1.04587
C -1.71713 -1.60577 0.86186
C -1.52546 -3.07865 1.59165
Al 0.41535 -3.74724 1.65356
S 0.89099 -5.31250 0.01469
C 1.73846 -2.14804 1.38470
C 1.85585 -1.94878 -0.23858
C 2.49169 -0.51722 -0.72161
S 2.98247 0.64496 0.66228
B 0.70538 -4.49213 3.58298
O -0.34036 -5.47862 4.03012
O 1.82696 -4.05556 4.44888
H -4.42575 4.07260 3.43793
H -3.28552 4.23787 1.94576
H -2.69009 3.31095 3.50693
H -2.49682 0.85297 2.45817
H -2.41765 2.17987 0.99790
H -3.41875 0.57888 -0.51587
H -4.87542 0.40938 0.67449
H -4.02776 -2.02548 0.54587
H -3.53683 -1.28550 2.21205
H -1.50428 -1.63589 -0.30757
H -1.05586 -0.75049 1.36625
H -1.96150 -3.10396 2.68916
H -2.19183 -3.83406 0.96598
H 0.22976 -4.95380 -1.17856
H 1.21336 -1.24206 1.94909
H 2.74608 -2.48603 1.88262
H 0.76643 -2.14826 -0.68124
H 2.52593 -2.84219 -0.64774
H 1.68858 -0.02032 -1.44225
H 3.45177 -0.74198 -1.37206
H 1.85931 1.01324 1.43783
H -1.18624 -4.97117 4.22860
H 1.62903 -3.10106 4.74968
C 3.18002 2.44045 -3.42509
C 2.06563 1.58369 -4.00331
N 1.14107 0.87285 -4.48292
H 2.76213 3.18265 -2.73942
H 3.88921 1.81150 -2.87997
H 3.70875 2.95767 -4.23054
C -1.58307 1.10666 -6.69410
C -2.69745 0.24989 -7.27232
N -3.62201 -0.46095 -7.75193
H -2.00095 1.84885 -6.00842
H -0.87388 0.47770 -6.14898
H -1.05433 1.62387 -7.49955
C 4.78667 4.29394 1.82634
C 3.77251 4.55517 0.72477
N 2.93107 4.77182 -0.18911
H 4.31980 4.43750 2.80463
H 5.15756 3.26770 1.75591
H 5.62899 4.98448 1.72899

Forces on the atoms, in the same order (eV/Å):
C 0.0 0.9 0.5
O 2.1 1.4 0.1
C -0.1 -0.8 -0.8
C -1.4 0.1 0.6
C 0.6 0.7 0.6
C -1.6 -0.3 0.5
C -1.1 0.2 -1.0
Al 0.1 1.3 -0.8
S -0.6 -0.1 -1.2
C -0.3 -0.3 -0.5
C 0.1 -0.8 0.9
C -1.6 -0.9 -1.5
S -0.2 0.3 -0.1
B -0.1 -0.9 1.4
O 0.7 2.4 0.8
O -2.5 0.9 0.2
H 1.5 -1.7 -1.5
H -0.6 -1.8 1.5
H -1.7 0.1 -1.4
H -0.8 1.4 -1.5
H -0.9 -1.4 1.4
H -0.3 -0.7 2.1
H 2.5 0.0 -0.2
H 1.6 1.7 0.8
H 0.3 0.2 -2.3
H -0.2 0.0 2.5
H -1.4 -1.9 -1.1
H 0.6 0.5 -2.1
H 1.2 1.4 1.3
H 0.6 -0.1 1.5
H 1.4 -1.6 -1.2
H -1.7 1.1 -0.9
H 2.4 0.8 0.6
H -1.4 2.0 0.9
H 1.9 -0.8 1.5
H -1.7 0.9 1.6
H 0.8 -0.9 -1.4
H 1.6 -1.0 -0.6
H 0.6 -2.2 -0.9
C -0.9 -0.7 -0.5
C -6.1 -4.7 -3.2
N 7.4 5.7 3.8
H 0.0 -0.2 -0.1
H -0.2 0.0 -0.1
H -0.2 -0.2 0.0
C -0.9 -0.8 -0.5
C -6.1 -4.7 -3.2
N 7.4 5.7 3.8
H 0.0 -0.2 -0.1
H -0.2 0.1 -0.1
H -0.2 -0.1 0.1
C -0.8 0.2 -0.9
C -5.6 1.4 -6.1
N 6.8 -1.7 7.3
H 0.0 0.0 -0.2
H -0.2 0.1 -0.1
H -0.2 -0.1 -0.1

These are the Löwdin partial charges, in e, on atoms 1 to 2: -0.151, -0.267

***

DFT (ωB97M-V/def2-TZVPD) results for a cluster of 5 separate species, C15H32BFO12 in total at a distorted geometry.

Summary:
Kohn-Sham gap	11.19	eV
SMILES string	COC(=O)OC.COC(=O)OC.COC(=O)OC.COC(=O)OC.CCCBF
calculated total energy	-1618.40159	Ha

Geometry (Å):
C 4.29320 -0.89789 4.10037
O 3.84925 -1.81480 3.09828
C 4.45927 -3.00093 3.13270
O 5.31408 -3.33440 3.91158
O 3.95538 -3.75380 2.15224
C 4.52049 -5.06324 2.06833
H 3.72474 0.01888 3.96948
H 4.09867 -1.29249 5.09606
H 5.35229 -0.67790 3.98020
H 4.33500 -5.62164 2.98404
H 5.58911 -5.00883 1.86898
H 4.02871 -5.56467 1.23954
C -4.76126 -1.51710 -4.14103
O -3.59887 -0.68682 -4.12574
C -3.39839 0.00022 -5.25270
O -4.09476 -0.03058 -6.23333
O -2.28958 0.72647 -5.09851
C -1.94494 1.52102 -6.23681
H -4.80476 -2.01289 -3.17531
H -5.66017 -0.91815 -4.27463
H -4.68692 -2.26898 -4.92455
H -2.73013 2.24191 -6.45712
H -1.75612 0.88992 -7.10288
H -1.03201 2.05712 -5.99222
C -4.08989 0.87919 8.42816
O -4.08738 0.73114 7.00792
C -3.20017 1.50598 6.37705
O -2.44206 2.28023 6.90217
O -3.30139 1.27122 5.06983
C -2.40145 2.03753 4.26022
H -4.84707 0.20173 8.81304
H -3.12212 0.60654 8.84539
H -4.34795 1.89887 8.70845
H -1.37408 1.81268 4.51413
H -2.59696 3.10261 4.37509
H -2.58184 1.75369 3.22737
C 1.57329 -0.18310 -4.35900
O 2.73726 0.64515 -4.33305
C 2.93959 1.33654 -5.45485
O 2.23941 1.31422 -6.43535
O 4.04984 2.05997 -5.30272
C 4.39166 2.85925 -6.43643
H 1.51426 -0.68955 -3.39964
H 0.67590 0.41848 -4.49379
H 1.65073 -0.93219 -5.14507
H 3.60571 3.58173 -6.64887
H 4.57461 2.23291 -7.30759
H 5.30428 3.39058 -6.18189
C -1.90576 0.63186 0.09296
C -0.77521 -0.33246 0.42816
C -0.54925 -0.50177 1.94771
B 0.50945 0.57161 2.36336
F 0.17917 1.69349 2.92733
H -1.88118 0.76463 -0.98346
H -1.69727 1.61090 0.50964
H -2.86358 0.25206 0.41962
H 0.13575 0.10811 0.01622
H -0.89189 -1.27678 -0.08896
H -0.06868 -1.46685 2.10735
H -1.46406 -0.47316 2.53582
H 1.64609 0.31255 2.10672

Forces on the atoms, in the same order (eV/Å):
C 0.0 0.2 0.2
O 0.0 0.0 0.0
C 0.0 0.0 0.0
O -0.1 0.0 -0.1
O 0.0 0.0 0.0
C 0.0 -0.2 -0.1
H -0.1 -0.1 -0.2
H 0.1 -0.1 0.0
H 0.0 -0.1 0.1
H 0.1 0.1 0.0
H 0.0 0.0 0.1
H -0.1 0.1 0.0
C -0.2 -0.2 0.1
O 0.0 0.0 0.0
C 0.0 0.0 0.0
O 0.1 0.0 0.1
O 0.0 0.0 0.0
C 0.2 0.2 -0.2
H 0.1 0.1 0.0
H 0.0 0.0 -0.1
H 0.0 0.1 -0.1
H -0.1 -0.1 0.0
H -0.1 0.0 0.0
H 0.0 -0.1 0.2
C -0.1 0.0 0.2
O 0.0 0.0 -0.1
C 0.0 0.0 0.0
O -0.1 -0.1 0.0
O -0.1 0.0 0.0
C -0.1 0.1 -0.1
H 0.0 0.0 -0.2
H 0.0 0.1 0.0
H 0.1 0.0 0.0
H 0.0 0.1 0.2
H 0.1 0.0 0.1
H -0.1 -0.1 0.1
C -0.2 -0.2 0.1
O 0.0 0.0 0.0
C 0.0 0.0 0.0
O 0.0 0.0 0.1
O 0.0 0.0 0.0
C 0.1 0.2 -0.1
H 0.2 0.1 0.1
H 0.0 0.0 -0.1
H 0.0 0.1 -0.1
H -0.1 -0.1 -0.1
H -0.1 0.0 0.0
H 0.0 -0.1 0.2
C 0.8 -0.3 -0.4
C 0.2 0.6 0.4
C 0.3 -0.1 0.1
B 0.0 -1.9 -0.7
F 0.0 1.4 0.5
H -0.5 0.0 -0.3
H -0.2 0.2 0.3
H -0.3 0.1 0.1
H 0.2 -0.1 -0.2
H -0.2 -0.3 0.1
H 0.0 -0.2 0.1
H -0.3 0.0 -0.1
H 0.3 0.4 0.1

These are the Löwdin partial charges, in e, on atoms 1 to 2: -0.038, -0.004

***

DFT (ωB97M-V/def2-TZVPD) results for a structure of composition C15H33AlBBeBrClF4IMgNO7PS at a distorted geometry.

Summary:
Kohn-Sham gap	1.45	eV
energy above the lowest of the compared OMol25 structures with the same formula, charge and spin	0.00	kcal/mol
calculated total energy	-6125.31905	Ha

Geometry (Å):
C 0.65576 0.93325 1.18103
C 1.02853 -0.40047 1.08515
C 2.22719 -1.07576 1.84603
P 3.62939 -1.15055 0.57042
I 5.74014 -2.00526 1.53884
B 3.84241 0.70249 -0.00486
O 4.34085 1.61903 1.01829
C 3.47442 1.21589 -1.47864
C 2.18030 0.46182 -2.07015
H -0.35304 1.24466 0.75975
H 1.30782 1.76195 1.59213
H 0.41191 -1.06647 0.40250
H 2.52577 -0.58489 2.81413
H 1.94147 -2.15385 2.05067
H 3.16543 -1.98995 -0.52544
H 3.57123 2.24451 1.19445
H 3.21464 2.31776 -1.47411
H 4.39252 1.04576 -2.15207
H 2.17817 0.51946 -3.19868
H 2.13761 -0.64196 -1.72481
H 1.26858 1.01041 -1.64719
O -2.25285 2.42629 0.52295
S -3.49892 2.94838 0.02728
O -3.56971 4.19306 -0.68102
O -4.56653 2.98694 1.25631
C -4.20311 3.68409 2.43275
C -4.28055 5.19348 2.27039
C -4.29693 1.70263 -0.93645
H -3.14832 3.37488 2.76290
H -4.90290 3.37435 3.20554
H -3.53572 5.55604 1.55845
H -4.10039 5.69063 3.22611
H -5.26280 5.48734 1.88985
H -4.28463 0.76390 -0.38518
H -3.73274 1.59980 -1.87368
H -5.31771 2.01857 -1.14907
C -5.36554 8.40578 4.01948
O -4.85431 7.20036 4.21850
H -5.01883 9.21166 4.69849
H -5.17944 8.87003 3.02855
H -6.46406 8.50554 4.10283
Mg 4.52906 2.12439 -3.78715
O -2.35762 1.20392 -3.12191
H -1.53415 1.62016 -2.84338
Br 3.27029 -1.97046 -2.80997
N 0.73751 -4.59515 -2.16067
C 1.43950 -5.00279 -1.09421
C 2.10910 -6.21385 -1.02803
C 2.04877 -7.05738 -2.12678
C 1.32846 -6.66105 -3.24175
C 0.69646 -5.42825 -3.20885
H 1.45473 -4.30966 -0.25822
H 2.66326 -6.49041 -0.13970
H 2.55769 -8.01385 -2.11453
H 1.25911 -7.29416 -4.11686
H 0.12325 -5.07260 -4.05840
Be 4.69411 3.38790 0.46474
C 2.24675 -11.67135 -2.26955
O 2.78471 -10.50996 -2.88918
H 1.38740 -12.00923 -2.84717
H 3.00014 -12.46279 -2.24748
H 1.92651 -11.43462 -1.25162
H 3.54107 -10.23147 -2.36193
Cl -2.90874 3.00419 4.43946
F 0.09336 4.72649 0.35723
Al -0.40853 5.58167 1.82036
F -1.12217 4.42407 2.94936
F -1.60130 6.81195 1.40685
F 0.99617 6.34271 2.56691

Forces on the atoms, in the same order (eV/Å):
C 0.3 -1.4 -0.7
C -0.4 1.6 0.0
C -0.4 -0.3 -0.5
P -0.5 -0.7 1.3
I -1.0 0.4 -0.5
B 0.3 1.2 -0.7
O -1.3 0.1 -0.7
C -1.4 -0.2 0.1
C -0.9 1.1 1.3
H 1.6 -0.2 0.4
H -1.0 -1.2 0.1
H 0.7 0.7 1.3
H -0.3 -0.3 -1.2
H 0.5 1.2 -0.1
H 0.5 0.2 -0.1
H -0.2 -0.9 0.5
H 0.7 -1.0 0.1
H -0.7 -0.3 1.3
H -0.2 -0.3 1.3
H -0.3 2.5 -0.8
H 1.2 -0.5 -0.7
O -0.5 0.4 0.1
S 0.0 -0.2 -1.2
O 0.2 -0.5 0.6
O 0.7 -0.3 0.5
C -3.2 0.6 -0.6
C 1.2 0.7 -0.1
C -0.3 0.0 0.4
H 1.4 0.1 0.6
H 0.0 -0.2 -0.4
H 0.0 0.2 0.2
H 0.1 -0.2 0.1
H -0.2 -0.4 0.0
H 0.0 0.1 0.0
H 0.3 0.1 -0.1
H 0.1 0.1 0.0
C -1.6 0.9 -0.1
O 0.3 -0.1 0.1
H 0.8 -0.2 0.1
H 0.7 -0.2 -0.2
H -0.1 -0.6 0.0
Mg -0.1 0.2 -0.4
O -0.1 -0.1 0.0
H 0.2 0.2 0.1
Br 1.5 -1.8 -0.6
N 0.2 -0.5 0.2
C -0.3 0.2 -0.5
C 0.0 0.0 0.0
C 0.1 -0.1 0.0
C 0.1 0.0 0.1
C -0.1 0.5 0.3
H 0.0 0.0 0.1
H 0.0 0.0 0.0
H -0.1 0.0 0.0
H 0.0 0.0 0.0
H 0.0 0.0 0.0
Be 0.9 0.3 -0.5
C 0.2 0.1 0.1
O 0.0 0.1 0.0
H 0.1 0.1 0.0
H -0.1 -0.1 0.1
H -0.1 -0.2 0.0
H 0.0 0.0 -0.1
Cl 0.2 -0.3 0.3
F -0.2 0.6 1.3
Al 0.0 0.4 -0.1
F 0.8 1.1 -1.3
F 1.1 -1.3 0.4
F -1.2 -0.9 -0.7

These are the Löwdin partial charges, in e, on atoms 1 to 2: 0.058, -0.219

***

DFT (ωB97M-V/def2-TZVPD) results for a cluster of 2 separate species, C15H33N2O5S2Si2 in total at a distorted geometry.

Summary:
charge	-1
Kohn-Sham gap	7.22	eV
calculated total energy	-2452.63181	Ha

Geometry (Å):
O -0.60707 -2.72106 1.86539
S -0.02829 -1.58822 1.14641
O 0.14957 -1.93966 -0.25570
O -0.81019 -0.40265 1.36375
C 1.59585 -1.37626 1.87987
C 2.24653 -0.00769 1.57126
C 2.38345 0.91178 2.78238
C 3.58033 0.57471 3.71727
C 3.13484 -0.51787 4.71677
C 3.86288 -0.56060 6.06429
C 3.84453 0.75036 6.86326
S 2.48104 0.86109 8.07427
C 1.10584 0.90266 6.96926
N 0.58870 1.95083 6.46396
N -0.43138 1.48538 5.64060
C -0.44570 0.22568 5.71144
O 0.51422 -0.24037 6.57778
H 2.21401 -2.14600 1.41513
H 1.53129 -1.62838 2.93380
H 3.19913 -0.16143 1.06104
H 1.58502 0.49973 0.86416
H 1.46074 0.98926 3.35784
H 2.59684 1.91441 2.39355
H 3.85598 1.51852 4.19097
H 4.42142 0.19267 3.13603
H 3.34131 -1.47403 4.22890
H 2.05504 -0.47833 4.82615
H 3.33303 -1.29726 6.67574
H 4.87739 -0.94950 5.95477
H 3.86798 1.65158 6.25510
H 4.74938 0.77548 7.47460
H -1.08654 -0.46000 5.18590
O -2.92745 -0.48335 -4.61453
Si -3.02739 -0.27968 -6.23632
C -1.36334 -0.60569 -7.03564
C -3.55100 1.47670 -6.63968
C -4.27716 -1.44726 -6.99098
Si -2.08422 0.15451 -3.32692
C -2.56415 -0.65223 -1.73090
C -2.42716 1.99609 -3.18792
C -0.24622 -0.09189 -3.57899
H -0.63087 0.14401 -6.73162
H -1.44731 -0.57634 -8.12507
H -0.98525 -1.58843 -6.74656
H -4.47657 1.73066 -6.11886
H -3.71969 1.58668 -7.71398
H -2.78109 2.18988 -6.34057
H -5.27416 -1.27705 -6.57948
H -4.00355 -2.48864 -6.81043
H -4.32483 -1.29110 -8.07123
H -3.62844 -0.51706 -1.51688
H -1.99217 -0.21008 -0.91166
H -2.34548 -1.72053 -1.74857
H -2.03620 2.53866 -4.05290
H -1.95358 2.39954 -2.29141
H -3.50166 2.18498 -3.12573
H 0.11765 0.48176 -4.43715
H -0.01696 -1.14554 -3.74799
H 0.30106 0.23658 -2.69400

Forces on the atoms, in the same order (eV/Å):
O 0.4 -0.3 0.7
S -1.3 -2.5 -0.1
O 0.8 0.7 -0.4
O 0.0 1.9 0.2
C 0.7 0.2 -0.7
C -1.0 -0.2 0.3
C 1.4 0.4 -0.5
C -1.4 -0.3 0.1
C 1.0 0.0 -0.4
C -0.8 0.0 0.1
C 0.4 -0.4 0.1
S -0.1 0.0 -0.3
C 1.1 -0.3 0.9
N -0.4 0.3 -0.4
N -0.4 1.5 -0.5
C 0.5 -0.8 0.6
O -0.5 -0.4 -0.4
H -0.2 -0.2 0.1
H -0.2 0.2 0.0
H 0.1 0.2 0.2
H 0.1 0.0 -0.1
H -0.1 -0.1 -0.1
H -0.2 0.0 0.0
H 0.2 -0.2 0.2
H 0.1 0.3 0.0
H -0.2 -0.1 0.1
H 0.0 0.1 0.3
H 0.2 -0.1 0.0
H 0.1 0.3 -0.1
H -0.2 0.0 -0.1
H -0.2 0.1 0.2
H 0.1 -0.2 0.0
O -0.1 0.0 -0.1
Si 0.1 0.1 -0.2
C -0.1 0.0 0.1
C 0.0 -0.1 0.0
C 0.0 0.0 0.2
Si 0.4 0.0 0.7
C -0.3 0.0 -0.3
C -0.1 -0.1 -0.3
C -0.1 0.1 -0.3
H 0.0 0.0 0.0
H 0.0 0.0 0.0
H 0.0 0.0 0.0
H 0.0 0.0 0.0
H 0.0 0.0 0.0
H 0.0 0.0 0.0
H 0.0 0.0 0.0
H 0.0 0.0 0.0
H 0.0 0.0 0.0
H 0.0 0.0 0.0
H 0.0 -0.1 0.0
H 0.1 0.0 0.1
H 0.0 0.1 0.0
H 0.0 0.0 0.0
H 0.0 0.0 0.0
H 0.0 0.0 0.0
H 0.0 0.0 0.1
H -0.1 -0.1 0.1

These are the Löwdin partial charges, in e, on atoms 1 to 2: -0.401, 0.335